Record 1
Formula: CH6NS
Source: OMol25
Level of theory: ωB97M-V/def2-TZVPD

The geometry in XYZ format:
```
9
Properties=species:S:1:pos:R:3:lowdin_charge:R:1
S -0.236 -0.319 -0.001 -0.02
N 1.435 2.557 -0.305 -0.04
C -1.134 -1.915 0.269 -0.74
H 0.473 2.358 -0.582 -0.05
H -2.138 -1.784 -0.112 -0.04
H 1.977 1.883 -0.834 -0.02
H 1.432 2.166 0.631 -0.03
H -0.638 -2.654 -0.361 -0.04
H -1.170 -2.293 1.295 -0.02
```

Output
- max |F| (Eh/bohr) = 0.017
- net charge = -1
- gap between HOMO and LUMO (eV) = 6.8413
- relative energy (zero: lowest compared OMol25 entry of this formula, charge and spin) (kcal per mole) = 3.1

Record 2
Formula: C4H32NO14
Source: OMol25
Level of theory: ωB97M-V/def2-TZVPD

The geometry in XYZ format:
```
51
Properties=species:S:1:pos:R:3:lowdin_charge:R:1
O 1.623 -1.310 2.208 -0.14
O 3.714 -2.322 1.092 -0.10
O -0.575 -0.075 2.057 -0.34
O 1.228 2.391 -2.337 0.03
O -2.106 1.984 -1.609 -0.05
O 2.899 -2.651 -1.611 -0.06
O -3.868 -0.561 -2.764 -0.06
O -1.102 -1.089 -3.150 -0.07
O -1.024 -2.558 1.372 -0.09
O 0.083 2.543 2.409 -0.11
O -2.892 0.903 1.541 -0.11
O 0.064 -4.130 -2.182 -0.07
O -2.139 -2.362 -1.051 -0.08
O -2.409 3.464 0.882 -0.10
N 1.857 2.629 -0.196 0.07
C 2.164 2.172 1.154 -0.18
C 1.400 1.881 -1.241 -0.53
C 1.441 2.979 2.195 -0.22
C 1.225 0.410 -1.022 0.03
H -0.454 0.049 3.005 0.03
H -2.471 2.254 -0.745 0.01
H -2.602 0.430 0.746 0.04
H 1.825 1.142 1.307 0.09
H -3.782 -1.090 -1.960 0.02
H -1.517 -0.245 -2.952 0.00
H -2.672 2.650 1.386 0.01
H -0.801 -1.579 1.470 0.01
H -1.832 -2.676 -0.172 0.01
H -0.035 1.663 1.986 0.03
H 2.714 -1.964 -2.261 0.03
H -1.462 3.461 1.087 0.01
H -1.842 -1.633 -3.425 0.02
H 3.282 -1.650 1.666 0.01
H -2.834 -3.009 -1.221 0.05
H 0.899 -3.654 -2.244 0.00
H 3.096 -3.022 0.880 0.02
H 2.204 3.564 -0.326 0.14
H 3.544 -2.231 -1.025 0.01
H -0.627 -3.459 -2.247 -0.01
H -1.288 2.495 -1.636 0.03
H 2.192 -0.056 -1.210 0.08
H 3.243 2.004 1.260 0.13
H -1.483 -2.741 2.197 0.06
H 1.909 2.817 3.173 0.12
H 1.298 4.018 1.895 0.11
H -3.339 0.202 -2.507 0.00
H 0.789 0.068 -0.088 0.06
H -2.043 0.624 2.026 0.02
H 1.194 -2.075 1.802 0.02
H 0.784 -0.695 2.168 -0.02
H 0.532 0.037 -1.779 0.07
```

Output
- max |F| (Eh/bohr) = 0.030
- net charge = -1
- gap between HOMO and LUMO (eV) = 10.0667
- relative energy (zero: lowest compared OMol25 entry of this formula, charge and spin) (kcal per mole) = 72.0

Record 3
Formula: C20H32ClN3O4S
Source: OMol25
Level of theory: ωB97M-V/def2-TZVPD

The geometry in XYZ format:
```
61
Properties=species:S:1:pos:R:3:lowdin_charge:R:1
Cl -4.761 1.908 -0.291 0.66
S 2.291 0.519 2.318 0.91
O -0.455 0.900 -4.204 0.03
O 2.857 -1.915 4.537 -0.09
O 1.280 -3.273 -4.223 0.04
O 0.463 3.131 3.787 0.07
N 0.940 -0.097 -2.732 0.12
N -0.923 1.473 3.049 0.12
N 0.319 -1.551 -5.301 0.04
C -2.777 1.775 1.567 -0.05
C 3.404 -1.891 3.218 -0.32
C 0.460 -2.063 -6.664 -0.05
C 2.383 -1.320 2.242 -0.46
C -1.411 -3.139 -2.320 -0.05
C -0.979 -1.661 -2.336 -0.32
C 0.719 -2.181 -4.190 -0.47
C -2.033 2.230 2.659 -0.22
C 0.471 0.957 -3.405 -0.54
C -3.889 2.481 1.106 -0.66
C -2.449 3.400 3.315 -0.01
C 2.358 1.410 4.932 -0.12
C -3.569 4.109 2.868 -0.06
C -0.371 -1.521 0.189 -0.09
C -1.254 -1.016 -0.957 -0.21
C -4.286 3.649 1.760 -0.12
C 1.369 0.907 3.872 -0.53
C 1.141 2.280 -3.124 0.01
C 0.267 1.940 3.581 -0.48
C 0.486 -1.504 -2.824 -0.16
H 3.514 -2.244 5.176 0.10
H 1.282 -1.549 -7.164 0.08
H -0.889 0.514 2.727 0.12
H -0.731 -3.731 -1.708 0.08
H -3.875 5.016 3.382 0.11
H -1.629 -1.155 -3.052 0.13
H 1.831 1.657 5.859 0.09
H 0.892 -0.001 4.250 0.11
H 2.878 2.306 4.578 0.08
H 1.156 2.463 -2.051 0.08
H 2.157 2.258 -3.514 0.09
H -0.463 -1.889 -7.219 0.08
H 1.105 -2.074 -2.130 0.14
H -2.486 0.874 1.041 0.09
H 1.704 0.088 -2.101 0.14
H 1.402 -1.761 2.439 0.07
H -2.297 -1.192 -0.690 0.11
H -1.128 0.064 -1.036 0.10
H 3.106 0.644 5.152 0.06
H 2.682 -1.604 1.229 0.07
H -5.151 4.198 1.403 0.10
H 3.663 -2.912 2.916 0.11
H -0.656 -1.014 1.111 0.05
H -0.124 -0.646 -5.176 0.09
H 0.669 -3.135 -6.650 0.08
H 4.318 -1.289 3.193 0.11
H -1.409 -3.544 -3.332 0.08
H 0.673 -1.299 -0.024 0.05
H -0.498 -2.595 0.328 0.08
H -1.904 3.772 4.176 0.11
H 0.578 3.072 -3.616 0.09
H -2.423 -3.228 -1.925 0.08
```

Output
- max |F| (Eh/bohr) = 0.029
- gap between HOMO and LUMO (eV) = 9.0551

Record 4
Formula: C29H24MnNO2P2S2
Source: OMol25
Level of theory: ωB97M-V/def2-TZVPD

The geometry in XYZ format:
```
61
Properties=species:S:1:pos:R:3:lowdin_charge:R:1
Mn 1.763 0.406 1.429 0.42
S 0.289 2.362 1.685 0.39
S 0.875 -1.764 2.016 0.42
P -0.348 1.510 -0.036 0.47
P 0.120 -1.450 0.163 0.48
O 3.761 0.932 0.958 -0.03
O 2.757 0.261 5.288 0.09
N 2.979 0.589 3.024 0.03
C 1.701 -2.339 -1.984 -0.08
C 3.415 0.570 4.332 -0.48
C 2.413 -4.626 -2.165 -0.08
C 1.629 -4.970 -1.073 -0.08
C -3.674 -2.397 1.275 -0.07
C -2.233 -2.155 -1.088 -0.09
C 0.884 -4.000 -0.432 -0.11
C -2.821 1.181 -1.205 -0.09
C 0.717 2.418 -2.463 -0.08
C -4.272 -2.678 0.057 -0.08
C -2.151 1.319 0.004 -0.35
C -0.037 2.729 -1.341 -0.36
C -0.147 5.024 -2.015 -0.08
C -3.555 -2.551 -1.123 -0.08
C -2.351 -1.999 1.322 -0.10
C 0.625 4.722 -3.128 -0.08
C -2.839 1.328 1.209 -0.10
C -1.635 -1.895 0.138 -0.35
C 0.934 -2.684 -0.882 -0.36
C -4.217 1.221 1.198 -0.07
C 0.711 0.134 -0.314 -0.55
C -4.894 1.099 -0.006 -0.08
C 2.438 -3.320 -2.628 -0.08
C -4.198 1.074 -1.205 -0.08
C 5.239 1.313 2.910 -0.07
C 1.044 3.421 -3.359 -0.08
C 4.892 0.993 4.359 -0.08
C 3.960 0.942 2.193 -0.51
C -0.482 4.028 -1.120 -0.10
H 5.471 0.161 4.760 0.12
H 5.453 2.370 2.745 0.13
H -2.257 1.181 -2.128 0.11
H 0.284 -4.229 0.440 0.10
H 1.637 3.192 -4.233 0.10
H -1.849 -1.799 2.260 0.08
H 1.617 -5.987 -0.711 0.10
H 3.023 -5.377 -2.646 0.10
H -0.474 6.039 -1.840 0.10
H -5.299 -3.006 0.023 0.10
H -4.234 -2.504 2.192 0.11
H 1.050 1.399 -2.613 0.09
H 3.049 -3.063 -3.481 0.10
H -4.727 0.988 -2.141 0.11
H -1.063 4.240 -0.231 0.10
H 0.909 5.507 -3.812 0.10
H 4.998 1.840 5.034 0.12
H -5.970 1.031 -0.013 0.10
H -2.285 1.448 2.133 0.08
H 6.075 0.733 2.520 0.12
H -4.020 -2.779 -2.070 0.11
H -4.764 1.248 2.129 0.11
H -1.648 -2.068 -1.995 0.11
H 1.728 -1.310 -2.316 0.09
```

Output
- max |F| (Eh/bohr) = 0.030
- ⟨S²⟩ = 6.265
- gap between HOMO and LUMO (spin up / spin down) (eV) = 7.2058 / 8.6976
- multiplicity = 5

Record 5
Formula: C3H10OS2
Source: OMol25
Level of theory: ωB97M-V/def2-TZVPD

The geometry in XYZ format:
```
16
Properties=species:S:1:pos:R:3:lowdin_charge:R:1
S 0.921 0.174 1.506 0.48
S 1.229 1.570 0.079 0.41
O -2.022 2.426 -2.339 -0.09
C -0.383 -0.841 0.841 -0.65
C -1.061 -1.644 1.988 -0.19
C 2.378 0.681 -1.036 -0.47
H -1.533 -1.014 2.762 0.07
H -1.130 -0.216 0.314 0.06
H -1.196 1.909 -2.206 0.02
H 3.152 0.112 -0.495 0.03
H -0.100 -1.670 0.164 0.08
H 2.874 1.350 -1.759 0.03
H 1.743 -0.030 -1.592 0.02
H -2.746 1.766 -2.244 0.05
H -1.832 -2.300 1.550 0.07
H -0.294 -2.274 2.467 0.07
```

Output
- max |F| (Eh/bohr) = 0.041
- gap between HOMO and LUMO (eV) = 9.7111
- relative energy (zero: lowest compared OMol25 entry of this formula, charge and spin) (kcal per mole) = 4.9

Record 6
Formula: C2H2O3S
Source: OMol25
Level of theory: ωB97M-V/def2-TZVPD

The geometry in XYZ format:
```
8
Properties=species:S:1:pos:R:3:lowdin_charge:R:1
S 2.037 -0.955 0.242 0.76
O -1.451 -0.873 -0.791 0.04
O 0.895 1.419 -0.263 0.03
O -1.074 0.056 1.347 0.10
C 0.817 0.083 -0.030 -0.78
C -0.678 -0.258 0.222 -0.45
H -2.338 -1.182 -0.285 0.19
H 1.792 1.711 -0.442 0.11
```

Output
- max |F| (Eh/bohr) = 0.074
- gap between HOMO and LUMO (eV) = 9.3507
- relative energy (zero: lowest compared OMol25 entry of this formula, charge and spin) (kcal per mole) = 26.6

Which of these has the lowest max |F|? CH6NS

Number 6 is which compound? C2H2O3S

What did the second record say?
Formula: C4H32NO14
Source: OMol25
Level of theory: ωB97M-V/def2-TZVPD

The geometry in XYZ format:
```
51
Properties=species:S:1:pos:R:3:lowdin_charge:R:1
O 1.623 -1.310 2.208 -0.14
O 3.714 -2.322 1.092 -0.10
O -0.575 -0.075 2.057 -0.34
O 1.228 2.391 -2.337 0.03
O -2.106 1.984 -1.609 -0.05
O 2.899 -2.651 -1.611 -0.06
O -3.868 -0.561 -2.764 -0.06
O -1.102 -1.089 -3.150 -0.07
O -1.024 -2.558 1.372 -0.09
O 0.083 2.543 2.409 -0.11
O -2.892 0.903 1.541 -0.11
O 0.064 -4.130 -2.182 -0.07
O -2.139 -2.362 -1.051 -0.08
O -2.409 3.464 0.882 -0.10
N 1.857 2.629 -0.196 0.07
C 2.164 2.172 1.154 -0.18
C 1.400 1.881 -1.241 -0.53
C 1.441 2.979 2.195 -0.22
C 1.225 0.410 -1.022 0.03
H -0.454 0.049 3.005 0.03
H -2.471 2.254 -0.745 0.01
H -2.602 0.430 0.746 0.04
H 1.825 1.142 1.307 0.09
H -3.782 -1.090 -1.960 0.02
H -1.517 -0.245 -2.952 0.00
H -2.672 2.650 1.386 0.01
H -0.801 -1.579 1.470 0.01
H -1.832 -2.676 -0.172 0.01
H -0.035 1.663 1.986 0.03
H 2.714 -1.964 -2.261 0.03
H -1.462 3.461 1.087 0.01
H -1.842 -1.633 -3.425 0.02
H 3.282 -1.650 1.666 0.01
H -2.834 -3.009 -1.221 0.05
H 0.899 -3.654 -2.244 0.00
H 3.096 -3.022 0.880 0.02
H 2.204 3.564 -0.326 0.14
H 3.544 -2.231 -1.025 0.01
H -0.627 -3.459 -2.247 -0.01
H -1.288 2.495 -1.636 0.03
H 2.192 -0.056 -1.210 0.08
H 3.243 2.004 1.260 0.13
H -1.483 -2.741 2.197 0.06
H 1.909 2.817 3.173 0.12
H 1.298 4.018 1.895 0.11
H -3.339 0.202 -2.507 0.00
H 0.789 0.068 -0.088 0.06
H -2.043 0.624 2.026 0.02
H 1.194 -2.075 1.802 0.02
H 0.784 -0.695 2.168 -0.02
H 0.532 0.037 -1.779 0.07
```

Output
- max |F| (Eh/bohr) = 0.030
- net charge = -1
- gap between HOMO and LUMO (eV) = 10.0667
- relative energy (zero: lowest compared OMol25 entry of this formula, charge and spin) (kcal per mole) = 72.0